Entry from the Open Molecules 2025 dataset: a structure of composition C15H24Br3FI2N5OS at a distorted geometry (wB97M-V/def2-TZVPD).

The largest force on an atom comes out at 5.72 eV Å⁻¹. The value obtained for the HOMO energy is -12.09 eV.

The geometry in ORCA input format:
```
! wB97M-V def2-TZVPD RIJCOSX def2/J DEFGRID3
* xyz 1 1
C 4.409 0.014 -0.356
H -0.806 -3.282 -3.971
H 1.994 -1.032 -2.515
H 1.199 -2.750 1.355
H -0.337 -3.592 0.589
H -1.812 -2.249 -1.949
H -3.801 2.248 1.673
C -0.496 0.878 2.301
H 4.092 1.103 -0.432
N 0.747 0.590 -2.178
C -3.025 1.485 2.004
Br -4.943 4.551 -3.133
N -0.182 -1.404 0.303
Br -5.261 2.070 -1.119
C -1.514 2.087 1.893
F 3.469 -2.206 -0.693
H -0.436 3.227 0.172
N -0.208 -2.640 -3.429
H -1.388 2.934 2.650
C -5.582 3.963 -1.400
H -1.145 -0.050 2.412
H -0.084 1.129 3.342
H 4.719 -0.296 -1.428
C -0.747 -2.648 -2.019
H 6.645 0.126 0.036
I 2.092 2.255 1.500
H 1.027 -2.674 -0.813
H 5.670 0.254 1.583
C -0.329 0.523 -2.887
H -1.439 1.736 -0.402
H -3.068 0.613 1.244
O -1.888 -2.838 2.685
C 1.254 -0.733 -1.703
H -6.660 4.108 -1.391
N 0.663 0.735 1.373
H 0.730 -3.065 -3.432
C 5.691 -0.258 0.566
H -3.216 1.061 3.051
C 0.276 -1.833 -1.090
H -2.266 3.264 0.166
H -0.768 -3.742 -1.677
H 3.206 -1.131 1.136
Br -4.852 5.037 0.041
S -1.953 0.376 -3.264
C -0.663 -2.632 2.552
C 0.075 -2.642 1.098
C 0.776 -0.275 0.520
H 5.878 -1.390 0.707
N 1.918 -0.309 -0.402
I 0.524 -2.298 4.358
C -1.354 2.585 0.379
C 3.168 -0.984 -0.005
*
```

These are the Löwdin partial charges, in e, on atoms 1 to 2:
1. C -0.20
2. H 0.09


Entry from the Open Molecules 2025 dataset: a structure of composition C15H24Cl2N3O3OsSSi (wB97M-V/def2-TZVPD).

For the energy above the lowest of the compared OMol25 structures with the same formula, charge and spin, the calculation gives 28.89 kJ/mol. The largest force on an atom comes out at 0.30 eV Å⁻¹. The value obtained for the HOMO energy is -11.85 eV.

The geometry in ORCA input format:
```
! wB97M-V def2-TZVPD RIJCOSX def2/J DEFGRID3
* xyz 1 1
N 0.987 -1.370 -0.861
H 1.325 -2.706 -5.065
C -2.086 0.193 -0.745
H -1.766 1.247 3.505
C -2.293 -1.894 2.923
H 3.357 -3.640 -3.847
C -2.109 2.977 0.801
H 1.203 -4.727 -1.897
C 0.667 3.898 1.752
H 3.617 -2.074 -3.069
S 2.602 0.424 3.072
H 0.356 4.571 2.556
C -2.229 -0.554 0.559
H -1.366 2.901 3.939
C -0.981 2.003 3.446
C 1.087 -2.105 -4.188
H 2.876 3.389 -1.993
C -3.419 -1.900 2.115
O -2.976 0.240 -1.545
C 1.582 -2.849 -2.939
Cl 2.256 1.502 -0.784
O 2.523 1.609 3.905
H 3.467 -3.542 -2.086
N 1.596 0.378 1.932
C 2.095 3.247 -1.255
H -1.947 3.172 -0.258
H 0.008 -1.952 -4.156
C 3.105 -3.032 -2.978
C 0.872 -4.201 -2.791
N -1.144 -0.541 1.353
H -4.310 -2.431 2.421
H -0.272 -1.158 3.113
H 1.575 -1.136 -4.291
C -3.385 -1.218 0.908
H -4.223 -1.185 0.226
H 0.658 4.478 0.828
H -2.484 3.894 1.265
Os 0.428 0.502 0.540
H 1.112 -4.814 -3.660
H -0.210 -4.076 -2.748
O -0.886 0.741 -0.910
H 2.264 3.826 -0.356
H 1.683 3.576 1.988
C 1.250 -2.023 -1.767
Si -0.546 2.478 1.689
H -2.897 2.228 0.895
H -0.114 1.670 4.018
C -1.169 -1.202 2.513
Cl 0.540 3.602 -1.943
H -2.276 -2.415 3.870
*
```

These are the Löwdin partial charges, in e, on atoms 1 to 2:
1. N 0.12
2. H 0.10


Entry from the Open Molecules 2025 dataset: a structure of composition C15H24ClF4N2O4SbSn (wB97M-V/def2-TZVPD).

The largest force on an atom comes out at 0.79 eV Å⁻¹. The value obtained for the HOMO energy is -8.11 eV.

The geometry in ORCA input format:
```
! wB97M-V def2-TZVPD RIJCOSX def2/J DEFGRID3
* xyz 0 1
C -3.444 0.102 0.114
H 0.109 5.457 -1.393
F 4.591 2.428 1.235
O -1.958 -0.940 -2.526
H -1.656 5.523 -1.499
H -3.170 2.895 -3.464
H 1.100 1.700 -3.510
O 0.255 -1.219 -3.247
F 2.257 1.430 0.487
H -1.488 2.216 3.042
O -1.194 -3.096 -3.172
Sn 0.097 -0.135 -0.199
H -1.173 -0.243 3.390
H 5.958 1.035 3.000
H -2.603 -1.863 -0.034
C 4.533 -0.561 3.204
Sb -0.811 3.006 -2.110
C 2.485 -0.476 1.881
F 5.267 -1.234 4.094
C 3.323 -1.112 2.816
H -1.681 1.964 1.309
C -0.869 -2.097 1.844
H -0.673 5.587 -2.978
H 0.974 3.370 -4.106
H -0.133 1.627 2.109
N 1.249 -0.937 1.447
C -1.217 1.560 2.211
C 2.997 0.733 1.381
N -1.505 -0.832 1.394
H -3.716 0.858 0.853
H -1.959 3.748 -4.452
H -1.936 1.971 -4.330
H -4.359 -0.203 -0.395
H -3.458 -1.578 1.487
H -0.873 -2.763 0.984
C 0.998 2.743 -3.214
C 0.562 -1.895 2.321
C -2.803 -1.121 0.735
O -0.424 -2.097 -1.173
F 3.011 -2.308 3.342
C 4.206 1.264 1.769
Cl -0.845 -1.850 -2.596
H -2.751 0.158 2.756
H 1.854 3.024 -2.600
H 0.586 -1.546 3.357
H -1.480 -2.574 2.620
C -0.754 5.148 -1.982
C -2.131 2.898 -3.791
C 5.005 0.628 2.695
H 1.035 -2.878 2.320
H -2.796 0.554 -0.640
C -1.684 0.146 2.511
*
```

These are the Löwdin partial charges, in e, on atoms 1 to 2:
1. C -0.08
2. H -0.01


Entry from the Open Molecules 2025 dataset: a structure of composition C15H24CuN4O5 at a distorted geometry (wB97M-V/def2-TZVPD).

For the energy above the lowest of the compared OMol25 structures with the same formula, charge and spin, the calculation gives 0.00 kJ/mol. As for the expectation value of S²: 0.77. The largest force on an atom comes out at 2.31 eV Å⁻¹. The value obtained for the HOMO energy (spin up / spin down) is -6.64 / -6.99 eV.

The geometry in ORCA input format:
```
! wB97M-V def2-TZVPD RIJCOSX def2/J DEFGRID3
* xyz 0 2
C -1.574 0.565 4.256
C -2.452 -2.318 -2.651
H -3.449 -1.893 -2.479
H -2.772 -0.938 0.388
H 0.470 -0.061 4.738
H -0.992 -2.485 0.995
H 2.383 -0.755 4.032
C -1.965 0.793 1.901
C 2.736 -0.711 0.207
Cu -0.029 0.197 -0.198
H -2.388 -3.295 -2.150
H 0.657 2.474 -0.162
H -1.921 0.627 5.292
C 3.736 -1.134 2.343
C -0.333 2.013 -0.253
O 2.989 2.990 -3.860
H -0.361 -2.361 -4.494
O -1.500 4.985 -0.162
N 1.591 -0.398 0.805
C 0.011 -1.343 -4.299
H -2.318 -2.464 -3.723
H -1.515 5.349 0.728
H -0.973 2.463 0.508
H -0.778 2.168 -1.247
H -3.414 1.364 3.371
H 2.159 2.489 -3.844
O 1.783 -0.067 -2.555
N 0.612 -0.284 -2.118
H 4.769 -1.335 0.412
O -0.120 -2.834 1.306
C -1.397 -1.409 -2.141
C -2.424 0.941 3.208
C -0.273 0.133 3.969
H 4.581 -1.449 2.955
C -0.274 -0.954 -2.888
O -2.284 -1.671 -0.031
N -1.372 -1.029 -0.873
H 2.760 -0.658 -0.875
C 3.854 -1.093 0.948
H -2.496 1.232 1.060
N -0.793 0.191 1.650
H -2.283 5.298 -0.653
C 2.530 -0.773 2.955
C 0.109 -0.044 2.627
H 2.955 3.650 -3.165
H 1.096 -1.308 -4.482
C 1.437 -0.417 2.149
H -0.488 -0.670 -5.020
H -0.283 -3.766 1.520
*
```

These are the Löwdin partial charges, in e, on atoms 1 to 2:
1. C -0.05
2. C -0.01


Entry from the Open Molecules 2025 dataset: a structure of composition C15H24F9O7Zn at a distorted geometry (wB97M-V/def2-TZVPD).

The largest force on an atom comes out at 4.17 eV Å⁻¹. The value obtained for the HOMO energy is -4.94 eV.

The geometry in ORCA input format:
```
! wB97M-V def2-TZVPD RIJCOSX def2/J DEFGRID3
* xyz -1 1
H -1.144 3.038 2.593
H 3.034 0.827 -0.971
C 3.247 1.369 -0.050
F 2.297 -1.897 2.412
O -2.287 1.167 -0.071
F -5.269 0.684 0.586
C 0.248 -0.685 2.256
C -4.552 0.319 -0.514
H -0.147 -0.592 -3.806
H -3.755 -2.474 -0.684
C 1.939 1.965 0.405
O -2.356 -0.952 -0.757
H -2.316 -2.848 0.205
O 0.916 1.741 -0.190
C 2.456 -2.234 -1.075
H -2.721 -2.476 -2.859
H -1.144 -2.656 -2.246
C 2.032 2.994 1.491
C -3.107 0.063 -0.072
F 2.058 0.052 -4.797
C -0.423 1.259 3.573
H -0.590 -1.254 2.693
H 2.786 2.608 2.179
H 3.630 0.655 0.677
C -2.669 -2.336 -0.696
H 2.943 -1.482 -0.458
H 3.152 -3.040 -1.308
H 2.539 -1.359 -3.036
F -5.170 -0.793 -0.980
H 1.661 -2.622 -0.431
H -2.380 1.893 2.980
O -0.101 0.687 2.315
H -2.274 -4.006 -1.943
F 2.363 1.480 -3.166
H -1.629 2.860 4.315
O -0.531 0.944 -2.501
F 0.856 1.850 -4.683
H 2.325 3.949 1.054
H 1.073 3.118 1.986
C 1.589 -0.911 3.042
H 3.880 2.217 -0.315
H -0.806 0.592 4.354
C -1.467 2.343 3.370
F 1.395 -1.375 4.303
Zn -0.445 0.208 -0.499
O 0.905 -0.644 -2.033
F 2.370 0.180 3.091
H 0.520 1.660 3.963
C 1.787 -1.729 -2.337
F -4.676 1.298 -1.400
C 1.419 0.891 -3.920
C 0.330 0.129 -3.118
H -3.040 -0.211 0.992
O 0.244 -1.052 0.951
C -2.181 -2.919 -2.024
H 1.185 -2.492 -2.846
*
```

These are the Löwdin partial charges, in e, on atoms 1 to 2:
1. H 0.07
2. H 0.06